a:
Here is a single C3H6N4S molecule from OMol25. Energies are from the ωB97M-V functional and the def2-TZVPD basis.

Summary:
- HOMO energy (Eh) = -0.334
- LUMO (eV) = -1.2

Structure (ORCA input):
```
! RIJCOSX wB97M-V def2-TZVPD def2/J DEFGRID3
* xyz 0 1
C -0.6469 -1.6916 0.4852
C 0.3126 0.0181 -0.8184
C 0.1388 0.9960 0.2945
H -2.4230 -2.0898 1.2865
H -2.4938 -1.5732 -0.2952
H 1.0149 -2.4036 1.1419
H 0.9630 -0.1265 -2.7406
H 1.2821 1.3979 -1.9962
H -0.4290 0.5166 1.1119
N -2.0313 -1.4707 0.5864
N 0.0136 -2.2601 1.4070
N -0.0954 -1.2089 -0.7241
N 0.8574 0.4802 -1.9556
S 0.7530 2.4725 0.4080
*
```

b:
Here is 2 unconnected molecules or ions with the total composition C3H6N4S from OMol25. Energies are from the ωB97M-V functional and the def2-TZVPD basis.

Summary:
- HOMO energy (Eh) = -0.310
- LUMO (eV) = 0.7

Structure (ORCA input):
```
! RIJCOSX wB97M-V def2-TZVPD def2/J DEFGRID3
* xyz 0 1
C -0.4635 1.2132 -1.0279
C 0.7286 1.8478 -0.8281
C 0.6641 -0.5886 -0.5951
N 0.9010 -1.9120 -0.3694
N -0.5205 -0.1257 -0.8550
N -1.6260 0.3517 1.8818
N -1.1112 -0.7739 1.6961
S 1.8837 0.6150 -0.4793
H -1.4254 1.7265 -1.2080
H 1.0358 2.8332 -0.5712
H 1.7790 -2.1312 -0.0081
H 0.5894 -2.4587 -1.0800
H -0.7454 1.0522 1.8608
H -1.6896 -1.6493 1.5837
*
```

Relative energies with respect to the most stable structure, expressed in kJ/mol: a 0.0; b 201.4.